Entry 1:
{"formula": "C27H23NO7", "method": "ωB97M-V/def2-TZVPD", "smiles": "C=CCc1c(OCC)cc2c(c1C=C)C(=O)NC2=O.O=C1C=CC(=O)C=C1.O=C1C=CC(=O)C=C1", "gap_ev": 6.304, "e_homo_ev": -7.8, "de_lowest_kcal_mol": 48.9, "species": ["C", "C", "C", "C", "C", "O", "C", "C", "C", "C", "C", "C", "C", "C", "C", "O", "N", "C", "O", "H", "H", "H", "H", "H", "H", "H", "H", "H", "H", "H", "H", "H", "H", "H", "C", "C", "C", "O", "C", "C", "C", "O", "H", "H", "H", "H", "C", "C", "C", "O", "C", "C", "C", "O", "H", "H", "H", "H"], "positions_angstrom": [[1.5379, 2.1999, 0.7104], [1.1565, 3.2597, -0.0501], [-0.3154, 3.6881, -0.0903], [-1.1807, 2.4697, 0.0764], [-1.9558, 2.2253, 1.2091], [-2.0153, 3.1318, 2.2558], [-2.8127, 4.2814, 1.9568], [-4.2345, 3.9790, 1.5208], [-2.7157, 1.0673, 1.3612], [-2.7081, 0.1484, 0.3374], [-1.9555, 0.3778, -0.8043], [-1.1944, 1.5218, -0.9760], [-0.4529, 1.6852, -2.2543], [0.7484, 1.0669, -2.5592], [-2.1683, -0.8133, -1.7072], [-1.6260, -1.0292, -2.7487], [-3.0846, -1.6536, -1.0481], [-3.4406, -1.1372, 0.2189], [-4.1959, -1.6487, 0.9904], [1.3081, 2.2008, 1.7742], [2.0601, 1.3334, 0.3205], [1.8729, 3.8633, -0.6021], [-0.5212, 4.2204, -1.0134], [-0.4718, 4.3258, 0.7832], [-2.8695, 4.8508, 2.8822], [-2.3558, 4.9373, 1.2142], [-4.8073, 3.4422, 2.2743], [-4.3087, 3.4719, 0.5611], [-4.7340, 4.9424, 1.3996], [-3.2899, 0.8953, 2.2600], [-0.9263, 2.3453, -2.9856], [1.6632, 1.4307, -2.1043], [0.7796, 0.2689, -3.2950], [-3.8963, -1.9538, -1.5745], [0.1786, -4.9510, 1.6243], [-0.0518, -6.1486, 1.0935], [-1.3642, -6.4809, 0.4816], [-1.5726, -7.5735, -0.0004], [-2.4067, -5.4256, 0.4847], [-2.1774, -4.2278, 1.0165], [-0.8666, -3.8967, 1.6260], [-0.6555, -2.8024, 2.1057], [1.1274, -4.6879, 2.0747], [0.6956, -6.9317, 1.0804], [-3.3552, -5.6877, 0.0335], [-2.9220, -3.4412, 1.0311], [6.3353, -1.3611, -1.5372], [5.5553, -0.7512, -2.4252], [4.6978, 0.3960, -2.0364], [3.9852, 0.9498, -2.8467], [4.7451, 0.8382, -0.6207], [5.5249, 0.2283, 0.2676], [6.3827, -0.9195, -0.1202], [7.0950, -1.4746, 0.6875], [6.9677, -2.1998, -1.7991], [5.5063, -1.0571, -3.4625], [4.1129, 1.6764, -0.3570], [5.5726, 0.5347, 1.3048]], "nbo_charge": [-0.448, -0.136, -0.516, 0.070, 0.271, -0.521, -0.064, -0.645, -0.186, -0.154, -0.080, -0.053, -0.207, -0.364, 0.684, -0.523, -0.681, 0.696, -0.543, 0.208, 0.208, 0.206, 0.238, 0.240, 0.195, 0.165, 0.216, 0.213, 0.220, 0.244, 0.211, 0.213, 0.216, 0.418, -0.235, -0.228, 0.476, -0.491, -0.224, -0.238, 0.489, -0.497, 0.231, 0.231, 0.230, 0.247, -0.232, -0.221, 0.478, -0.495, -0.241, -0.217, 0.474, -0.484, 0.234, 0.233, 0.237, 0.233]}


Entry 2:
{"formula": "C27H24BrN5O7PPd", "method": "ωB97M-V/def2-TZVPD", "gap_ev": 6.510, "charge": -1, "e_homo_ev": -5.4, "de_lowest_kcal_mol": 0.0, "species": ["Pd", "O", "C", "O", "C", "C", "C", "N", "C", "C", "C", "O", "O", "H", "H", "H", "Br", "C", "C", "N", "C", "C", "C", "C", "O", "O", "H", "H", "H", "C", "P", "C", "C", "O", "H", "H", "H", "H", "H", "H", "H", "H", "H", "C", "C", "N", "C", "C", "C", "C", "C", "C", "C", "C", "N", "C", "N", "H", "H", "H", "H", "H", "H", "H", "H", "H"], "positions_angstrom": [[-0.1886, -0.3468, -0.0781], [0.2080, -0.0022, 6.6623], [-0.3306, -0.9644, 6.0849], [-1.0242, -1.8859, 6.5380], [-0.1574, -0.9628, 4.5641], [0.8822, -0.2502, 3.9743], [0.9768, -0.1677, 2.6012], [0.0664, -0.7481, 1.8063], [-0.9269, -1.4710, 2.3515], [-1.0454, -1.6167, 3.7190], [-1.8912, -2.0465, 1.3491], [-2.7032, -2.8847, 1.6699], [-1.7654, -1.5551, 0.1459], [1.5837, 0.2651, 4.6149], [1.7616, 0.3699, 2.0894], [-1.8450, -2.2176, 4.1288], [6.8443, 2.2991, 0.5153], [5.9247, 0.8574, -0.2953], [6.6339, -0.0679, -1.0431], [6.0507, -1.1026, -1.6418], [4.7352, -1.2358, -1.4926], [3.9448, -0.3529, -0.7684], [4.5576, 0.7279, -0.1544], [2.4576, -0.5714, -0.6649], [1.9632, -1.6384, -1.0130], [1.7933, 0.4445, -0.2011], [7.7055, 0.0346, -1.1585], [4.2619, -2.0861, -1.9667], [3.9660, 1.4387, 0.4053], [0.1373, 3.2353, 1.5710], [-1.5835, 2.7378, 1.4017], [-2.0578, 1.9742, 2.9477], [-2.4939, 4.2939, 1.3744], [-1.8380, 1.8896, 0.2011], [0.3776, 3.5005, 2.6004], [0.3347, 4.0893, 0.9225], [0.7793, 2.4124, 1.2500], [-1.8861, 2.6396, 3.7934], [-1.4877, 1.0596, 3.1105], [-3.1154, 1.7148, 2.8962], [-2.2848, 4.8789, 2.2698], [-3.5605, 4.0718, 1.3388], [-2.2199, 4.8763, 0.4903], [-1.0432, -1.1344, -4.0973], [-1.0591, -1.1084, -2.7126], [-0.5100, -0.0875, -2.0337], [0.0356, 0.9239, -2.6873], [0.0769, 0.9848, -4.0660], [-0.4437, -0.0833, -4.7785], [0.7232, 2.1203, -4.7549], [0.6576, 3.4155, -4.4560], [-0.1844, 4.0603, -3.4161], [0.0149, 5.3927, -3.0758], [-0.8240, 5.9238, -2.1112], [-1.7826, 5.2083, -1.5229], [-1.8874, 3.9431, -1.9227], [-1.1465, 3.3380, -2.8422], [-1.4705, -1.9766, -4.6213], [-1.4981, -1.8875, -2.1051], [0.4686, 1.6959, -2.0685], [-0.3925, -0.0869, -5.8611], [1.3470, 1.8437, -5.6007], [1.2475, 4.1001, -5.0566], [0.7908, 5.9866, -3.5381], [-0.7199, 6.9566, -1.7963], [-2.6437, 3.3334, -1.4438]], "nbo_charge": [1.014, -0.750, 0.720, -0.731, -0.034, -0.230, 0.013, -0.435, 0.082, -0.198, 0.744, -0.618, -0.733, 0.249, 0.221, 0.269, 0.046, -0.139, 0.008, -0.409, 0.063, -0.171, -0.163, 0.760, -0.663, -0.782, 0.197, 0.218, 0.247, -1.031, 1.960, -1.026, -1.039, -1.129, 0.245, 0.237, 0.268, 0.244, 0.269, 0.252, 0.233, 0.242, 0.275, -0.261, 0.075, -0.426, 0.101, -0.050, -0.151, -0.137, -0.237, 0.199, -0.295, 0.077, -0.481, 0.279, -0.455, 0.224, 0.252, 0.230, 0.210, 0.209, 0.209, 0.220, 0.194, 0.221]}


Entry 3:
{"formula": "C27H24N3O3", "method": "ωB97M-V/def2-TZVPD", "gap_ev": 4.036, "charge": -1, "e_homo_ev": -3.1, "species": ["C", "C", "C", "C", "C", "N", "C", "C", "N", "C", "C", "C", "C", "C", "C", "C", "C", "H", "H", "H", "H", "H", "H", "H", "H", "H", "H", "H", "C", "C", "C", "C", "C", "C", "C", "C", "C", "C", "N", "O", "O", "C", "C", "O", "H", "H", "H", "H", "H", "H", "H", "H", "H", "H", "H", "H", "H"], "positions_angstrom": [[2.5531, 0.7702, 5.1922], [2.7673, 1.7559, 4.2187], [2.5279, 1.4737, 2.8751], [2.0650, 0.1982, 2.4883], [1.7425, -0.1429, 1.0992], [0.9531, -1.1809, 0.9193], [0.5527, -1.8667, -0.1079], [-0.3442, -2.9442, 0.0762], [-1.0945, -3.8459, 0.1618], [2.3384, 0.5893, -0.0242], [3.6480, 1.1045, 0.0826], [4.2446, 1.7471, -0.9974], [3.5519, 1.8631, -2.2089], [2.2777, 1.2976, -2.3481], [1.6631, 0.6964, -1.2488], [1.8458, -0.7769, 3.4707], [2.1287, -0.5105, 4.8099], [2.7188, 0.9975, 6.2460], [3.1236, 2.7488, 4.5016], [2.6999, 2.2359, 2.1133], [0.9989, -1.7639, -1.1117], [4.1854, 0.9945, 1.0261], [5.2500, 2.1496, -0.8805], [4.0074, 2.3916, -3.0450], [1.7471, 1.3125, -3.3002], [0.6473, 0.3113, -1.3321], [1.4613, -1.7498, 3.1594], [2.0157, -1.3053, 5.5459], [-0.9793, -3.6996, -3.8665], [-1.8214, -2.6640, -3.1256], [-3.2570, -2.7200, -3.6119], [-1.2570, -1.2368, -3.3295], [-1.5788, -0.2225, -2.3189], [-2.0576, -0.4595, -1.0653], [-2.2250, 0.5708, -0.0643], [-3.1102, 0.3631, 1.0306], [-3.2699, 1.3193, 2.0124], [-2.5241, 2.5156, 1.9389], [-2.6819, 3.5187, 2.9365], [-1.9906, 4.5603, 2.8516], [-3.5036, 3.3308, 3.8613], [-1.6440, 2.7487, 0.8661], [-1.5319, 1.8106, -0.1457], [-0.5379, -0.9420, -4.2848], [0.0528, -3.6878, -3.5068], [-1.3913, -4.7020, -3.7026], [-0.9875, -3.4926, -4.9423], [-1.7805, -2.8963, -2.0534], [-3.8945, -1.9999, -3.0858], [-3.2863, -2.5059, -4.6896], [-3.6617, -3.7261, -3.4552], [-1.3382, 0.7993, -2.6249], [-2.4358, -1.4511, -0.7980], [-3.6740, -0.5705, 1.0869], [-3.9478, 1.1894, 2.8483], [-1.0774, 3.6747, 0.8529], [-0.8839, 2.0245, -0.9957]], "nbo_charge": [-0.265, -0.218, -0.271, 0.055, 0.033, -0.381, -0.325, 0.289, -0.500, -0.072, -0.216, -0.222, -0.272, -0.163, -0.245, -0.241, -0.213, 0.197, 0.200, 0.214, 0.175, 0.217, 0.200, 0.199, 0.204, 0.221, 0.236, 0.200, -0.594, -0.346, -0.595, 0.569, -0.297, -0.122, -0.048, -0.181, -0.171, 0.006, 0.505, -0.390, -0.394, -0.168, -0.139, -0.559, 0.221, 0.204, 0.207, 0.250, 0.208, 0.202, 0.211, 0.211, 0.234, 0.224, 0.245, 0.248, 0.222]}


Entry 4:
{"formula": "C27H24N3O8PtS2", "method": "ωB97M-V/def2-TZVPD", "gap_ev": [3.206, 2.588], "charge": 1, "e_homo_ev": [-9.6, -9.4], "de_lowest_kcal_mol": 31.7, "species": ["Pt", "O", "C", "C", "C", "N", "C", "C", "C", "O", "O", "C", "O", "O", "H", "H", "H", "C", "C", "C", "C", "C", "C", "C", "S", "O", "O", "N", "C", "C", "C", "C", "C", "C", "C", "C", "N", "C", "H", "H", "H", "H", "H", "H", "H", "H", "H", "H", "H", "H", "H", "O", "S", "C", "C", "C", "C", "H", "H", "H", "H", "H", "H", "H", "H"], "positions_angstrom": [[0.6781, 0.1026, 1.7366], [5.4798, -2.1891, -1.2392], [4.3804, -1.8334, -0.5729], [3.1243, -2.4048, -0.8148], [2.0548, -1.9598, -0.0745], [2.1871, -0.9618, 0.8048], [3.3969, -0.4830, 1.1112], [4.5251, -0.8876, 0.4442], [3.4103, 0.4406, 2.3184], [4.4117, 1.0214, 2.6441], [2.2536, 0.5122, 2.9436], [0.7325, -2.6775, 0.0658], [-0.0134, -2.7771, -1.0308], [0.4656, -3.1394, 1.1405], [5.2943, -2.8672, -1.9005], [2.9978, -3.2151, -1.5211], [5.4930, -0.4912, 0.7165], [-3.0041, -5.3239, -3.6090], [-2.7113, -4.2187, -2.6356], [-1.7181, -4.3063, -1.7196], [-1.4059, -3.2303, -0.7457], [-2.3094, -2.0494, -0.8220], [-3.3046, -1.9933, -1.7502], [-3.5066, -3.0436, -2.6599], [-2.1718, -0.7278, 0.3500], [-2.1892, -1.3020, 1.6612], [-3.1553, 0.2473, -0.0307], [-0.6696, -0.0886, 0.1823], [-0.4278, 0.8184, -0.8762], [-1.0283, 0.7587, -2.1114], [-0.7672, 1.7168, -3.1086], [0.1075, 2.7427, -2.9023], [0.7716, 2.8354, -1.6611], [1.7110, 3.8499, -1.3623], [2.3365, 3.8778, -0.1486], [2.0269, 2.8796, 0.7903], [1.1479, 1.9399, 0.5358], [0.5066, 1.8754, -0.6612], [-2.3252, -6.1628, -3.4712], [-2.9053, -4.9668, -4.6350], [-4.0257, -5.6849, -3.4855], [-1.1024, -5.1955, -1.6579], [-1.3762, -3.6261, 0.2743], [-3.9523, -1.1271, -1.7759], [-4.2993, -2.9569, -3.3924], [-1.7232, -0.0324, -2.3353], [-1.2777, 1.6238, -4.0579], [0.3062, 3.4781, -3.6703], [1.9290, 4.5989, -2.1134], [3.0642, 4.6361, 0.1012], [2.5185, 2.8452, 1.7562], [-1.2659, 0.3726, 4.2107], [-0.7413, 1.2054, 3.1419], [0.1100, 2.6407, 3.8429], [-0.5976, 3.8755, 3.2909], [-2.0616, 3.4802, 3.0855], [-2.0284, 2.1615, 2.3230], [1.1748, 2.5615, 3.6396], [-0.0515, 2.5086, 4.9140], [-0.1547, 4.1738, 2.3375], [-0.4919, 4.7108, 3.9815], [-2.6177, 4.2290, 2.5237], [-2.5581, 3.3458, 4.0480], [-1.7229, 2.2983, 1.2832], [-2.9336, 1.5587, 2.3538]], "nbo_charge": [0.885, -0.619, 0.379, -0.299, 0.147, -0.473, 0.138, -0.250, 0.739, -0.575, -0.711, 0.777, -0.482, -0.502, 0.494, 0.234, 0.275, -0.636, -0.084, -0.005, -0.023, -0.128, -0.269, 0.068, 2.306, -0.878, -0.931, -0.921, 0.120, -0.225, -0.175, -0.193, -0.098, -0.111, -0.255, 0.072, -0.549, 0.195, 0.237, 0.241, 0.244, 0.238, 0.320, 0.282, 0.242, 0.202, 0.223, 0.227, 0.228, 0.239, 0.223, -0.916, 1.455, -0.625, -0.410, -0.414, -0.623, 0.269, 0.264, 0.207, 0.240, 0.235, 0.225, 0.237, 0.276]}


Calculated F_max in order - 2.3; 1.1; 3.0; 2.3 eV Å⁻¹